[1]
2 unconnected molecules or ions with the total composition C2H11N3O in a non-equilibrium geometry. Source: the OMol25 dataset; level of theory: ωB97M-V with the def2-TZVPD basis set.

The geometry in XYZ format:
```
17
Properties=species:S:1:pos:R:3:forces:R:3:nbo_charge:R:1
N -3.76964 -1.87100 -4.34255 -1.623 -0.903 0.604 -0.848
C -5.02871 -2.17151 -3.50744 0.787 -0.912 0.745 -0.048
N -4.68783 -1.92315 -2.05737 0.441 -0.585 -1.270 -0.883
H -3.04594 -2.53525 -4.01377 -0.665 0.483 -0.162 0.360
H -3.91909 -2.11115 -5.34012 -0.093 0.249 0.944 0.363
H -5.94091 -1.63706 -3.67972 0.126 1.569 -1.224 0.162
H -5.49971 -3.19258 -3.68119 1.438 0.345 0.568 0.146
H -5.55921 -1.84599 -1.51340 1.091 0.483 -0.275 0.368
H -3.98349 -1.15380 -1.98674 -1.502 -0.730 0.070 0.380
N 4.27602 0.86663 3.21514 -1.429 0.294 -0.409 -0.919
C 4.07433 2.34052 3.07242 -0.166 -0.434 -1.417 0.089
O 5.21650 2.94218 3.62399 -1.067 -1.539 2.102 -0.688
H 3.80454 0.27165 2.55524 -0.304 0.154 -0.107 0.371
H 5.16580 0.45972 3.40632 0.902 0.639 -0.209 0.377
H 4.02190 2.77816 2.02555 -0.481 -0.985 1.012 0.162
H 3.17316 2.54802 3.71917 0.573 0.260 -1.109 0.147
H 5.04730 2.35940 4.42026 1.973 1.611 0.137 0.461
```
Positions in Å, forces in eV/Å.

Electronic energy: -322.222114 Eh
Gap between HOMO and LUMO: 0.370 hartree
HOMO energy: -8.9 eV
SMILES: NCN.NCO
LUMO energy: 1.13 eV

=====

[2]
2 unconnected molecules or ions with the total composition CH6O2 in a non-equilibrium geometry. Source: the OMol25 dataset; level of theory: ωB97M-V with the def2-TZVPD basis set.

The geometry in XYZ format:
```
9
Properties=species:S:1:pos:R:3:forces:R:3:nbo_charge:R:1
O -1.63429 -0.40535 -0.06819 -0.042 2.081 1.173 -0.421
O -0.45094 0.46217 -0.10022 -0.118 0.386 -0.093 -0.491
H -1.98683 -0.20791 0.83304 0.247 -0.487 -0.812 0.451
H -0.53268 1.43172 0.17876 -1.385 -1.746 -0.422 0.461
C 1.90426 -0.16966 0.01007 2.082 -0.634 3.339 -0.826
H 3.02929 -0.25416 0.22488 -1.440 0.189 -0.114 0.189
H 1.72195 0.83151 -0.31208 -0.061 0.345 -0.812 0.200
H 1.32887 -0.25275 1.02484 1.339 -0.301 -1.978 0.216
H 1.69575 -0.98505 -0.66255 -0.621 0.167 -0.281 0.219
```
Positions in Å, forces in eV/Å.

Electronic energy: -192.023948 Eh
Gap between HOMO and LUMO: 0.406 hartree
HOMO energy: -10.4 eV
SMILES: OO.C
LUMO energy: 0.67 eV

=====

[3]
A molecular structure, C33H44CsF5N8O5S in a non-equilibrium geometry. Source: the OMol25 dataset; level of theory: ωB97M-V with the def2-TZVPD basis set.

The geometry in XYZ format:
```
97
Properties=species:S:1:pos:R:3:forces:R:3:lowdin_charge:R:1
Cs 1.02328 -1.60759 -2.21330 -0.251 1.170 0.049 1.031
C -4.59867 1.56481 3.33530 0.019 0.012 -0.015 -0.048
C -3.62550 2.55617 2.68280 -0.014 0.025 0.024 -0.561
C -2.86883 3.29045 3.79052 -0.011 -0.020 -0.030 -0.072
C -4.41679 3.59105 1.87108 0.013 -0.024 0.003 -0.050
C -2.68985 1.79671 1.74651 -0.002 -0.023 -0.011 -0.167
C -3.20465 1.08016 0.66830 0.013 0.002 0.028 -0.010
C -2.34505 0.38583 -0.16812 -0.033 -0.007 -0.012 -0.126
N -1.02606 0.36377 0.00262 0.086 -0.054 -0.046 0.135
C -0.51684 1.05011 1.01993 -0.141 0.026 -0.014 -0.202
C -1.31232 1.77078 1.91187 0.014 -0.001 0.004 0.038
C 0.96608 1.01641 1.16415 0.088 -0.029 -0.018 -0.216
C 1.66930 2.10456 1.67481 -0.054 0.007 0.011 0.029
C 3.05323 2.05959 1.74791 0.025 -0.001 0.011 -0.170
C 3.66648 0.88440 1.32335 -0.034 0.033 -0.076 -0.004
C 2.89010 -0.14578 0.82152 0.025 -0.048 0.014 -0.124
N 1.56581 -0.08859 0.73813 -0.033 -0.067 -0.009 0.109
C 3.90068 3.24689 2.19261 0.016 0.026 0.017 -0.556
C 3.04698 4.42578 2.66142 0.008 -0.032 -0.018 -0.070
C 4.74809 3.70516 0.99614 -0.026 -0.010 0.012 -0.037
C 4.81831 2.82372 3.34654 -0.012 -0.009 -0.020 -0.051
H -5.28349 2.09311 4.00367 -0.006 0.000 0.001 0.080
H -4.05305 0.82005 3.91742 -0.007 -0.010 0.004 0.090
H -5.19005 1.03792 2.58638 -0.007 -0.006 0.004 0.078
H -3.57994 3.82271 4.42608 -0.005 -0.002 -0.001 0.080
H -2.17201 4.02287 3.37901 0.012 0.003 0.010 0.085
H -2.30996 2.59658 4.42067 0.015 0.005 0.006 0.086
H -5.09586 4.14442 2.52485 -0.003 0.000 0.005 0.080
H -5.00899 3.11461 1.08978 -0.004 0.008 -0.006 0.077
H -3.73978 4.30167 1.39374 -0.006 0.008 -0.008 0.091
H -4.26792 1.04704 0.46649 -0.005 -0.004 -0.002 0.110
H -2.72528 -0.17552 -1.01706 -0.011 0.012 0.001 0.074
H -0.83902 2.28512 2.73568 0.003 0.007 0.005 0.099
H 1.12711 2.99707 1.95097 -0.004 0.007 0.001 0.102
H 4.74269 0.77320 1.33548 0.006 -0.005 0.004 0.111
H 3.33870 -1.06519 0.45872 0.021 -0.017 0.039 0.101
H 2.41366 4.80200 1.85664 -0.015 0.008 0.004 0.087
H 3.69931 5.24077 2.98266 0.004 -0.001 -0.001 0.080
H 2.41241 4.14880 3.50615 -0.016 0.007 0.001 0.084
H 4.10822 3.97208 0.15386 0.013 0.004 -0.006 0.088
H 5.41812 2.91286 0.66184 0.010 0.005 -0.007 0.083
H 5.35232 4.57343 1.27238 0.004 0.003 0.005 0.081
H 4.23075 2.49337 4.20551 0.005 -0.004 0.011 0.088
H 5.44283 3.66501 3.65733 0.003 0.006 0.001 0.080
H 5.47608 2.00512 3.05458 0.004 0.000 0.009 0.076
C -1.89865 2.28129 -5.07470 0.007 -0.022 -0.007 -0.068
N -2.57930 1.00841 -5.19441 0.000 -0.025 -0.061 -0.171
C -3.91357 1.10586 -5.75640 -0.009 -0.004 0.032 -0.082
C -2.31185 0.05540 -4.22023 -0.080 0.058 0.092 -0.451
N -1.56831 0.17888 -3.19753 -0.023 -0.111 -0.172 0.144
N -2.93123 -1.18382 -4.49211 0.140 -0.195 0.062 0.083
C -2.96875 -2.13232 -3.42708 0.125 -0.030 -0.179 -0.558
N -2.13997 -3.22696 -3.61510 -0.167 0.339 -0.061 0.150
N -3.77853 -1.93204 -2.47487 -0.109 0.105 0.156 0.134
H -2.01338 2.82427 -6.01385 0.003 0.005 0.004 0.084
H -0.83813 2.13176 -4.89316 0.060 0.016 0.012 0.065
H -2.31579 2.89835 -4.26604 -0.013 0.001 -0.002 0.096
H -3.85730 1.36176 -6.81773 0.001 0.011 0.006 0.077
H -4.49733 1.88636 -5.24919 -0.002 -0.001 0.007 0.082
H -4.43464 0.16105 -5.64066 -0.010 0.007 -0.021 0.073
H -1.22358 1.12010 -3.04571 0.038 0.063 -0.018 0.029
H -2.63672 -1.57352 -5.37787 -0.024 0.017 0.013 0.132
H -1.28141 -3.02878 -4.10577 0.037 -0.093 0.047 0.073
H -2.00990 -3.79147 -2.78050 0.014 -0.094 0.084 0.053
H -3.62425 -2.62612 -1.74584 0.023 -0.116 0.008 0.019
O 4.26477 -7.09661 3.29838 -0.092 -0.049 0.097 -0.077
C 3.96085 -7.14328 2.08814 0.282 0.198 -0.099 -0.703
O 4.09644 -8.06996 1.26852 -0.109 -0.099 -0.023 -0.062
C 3.37363 -5.82570 1.51297 -0.070 -0.091 0.059 -0.112
C 3.19018 -4.71573 2.33496 -0.033 0.036 -0.039 -0.028
C 2.63956 -3.56869 1.79502 -0.119 -0.047 0.063 -0.171
N 2.25371 -3.45897 0.52092 0.184 0.147 -0.145 0.088
C 2.46280 -4.50955 -0.27772 -0.021 -0.121 0.017 -0.224
C 3.01006 -5.70495 0.18095 -0.005 0.026 -0.029 0.043
C 2.02569 -4.27686 -1.71892 0.226 -0.390 0.054 -0.849
O 2.88141 -3.78605 -2.48111 0.085 -0.215 -0.020 -0.140
O 0.80812 -4.46742 -1.97769 0.026 -0.323 -0.022 -0.206
H 3.48105 -4.78211 3.37454 -0.003 -0.013 0.006 0.100
H 2.46824 -2.68934 2.41355 0.025 0.007 0.001 0.093
H 3.15206 -6.54849 -0.48163 0.014 -0.010 0.007 0.124
C -0.49059 -5.09506 0.77638 0.015 0.079 -0.107 -0.231
S -1.09752 -3.58896 0.00728 0.083 -0.119 0.501 0.801
C -1.71510 -2.83658 1.53436 0.021 -0.035 -0.174 -0.240
O -2.31985 -4.03050 -0.74879 -0.238 0.014 -0.103 -0.563
H 0.28071 -4.86683 1.51123 -0.026 -0.002 -0.011 0.048
H -0.06778 -5.68395 -0.03346 0.003 0.000 0.011 0.050
H -1.34821 -5.59425 1.22728 -0.020 0.021 0.009 0.057
H -0.85502 -2.52889 2.12975 0.016 0.011 -0.002 0.054
H -2.33952 -3.54708 2.07595 0.000 -0.028 -0.018 0.050
H -2.29667 -1.96248 1.24655 0.022 0.019 0.010 0.026
F 3.31636 1.84688 -3.76446 -0.039 -0.001 0.042 -0.091
C 1.95523 1.59038 -3.45343 0.031 -0.019 -0.044 -0.294
F 1.28876 2.08313 -4.63133 0.012 0.002 0.053 -0.120
C 1.64254 2.68269 -2.44714 0.031 0.129 -0.045 -0.606
F 0.32048 2.69357 -2.13387 -0.035 -0.033 0.003 0.080
F 1.92560 3.97384 -2.80449 0.006 -0.010 -0.019 0.076
F 2.31388 2.48589 -1.29082 0.008 -0.024 -0.016 0.098
```
Positions in Å, forces in eV/Å.

Electronic energy: -3015.953915 Eh
Gap between HOMO and LUMO: 0.217 hartree
Charge: -2
HOMO energy: -2.7 eV
LUMO energy: 3.25 eV

=====

[4]
A molecular structure, CHLiOSn in a non-equilibrium geometry. Source: the OMol25 dataset; level of theory: ωB97M-V with the def2-TZVPD basis set.

The geometry in XYZ format:
```
5
Properties=species:S:1:pos:R:3:forces:R:3:nbo_charge:R:1
H -0.49507 2.28251 -1.15043 -1.356 -1.428 -0.905 0.025
Sn -1.05956 0.59671 0.96171 -0.148 -0.265 -0.447 -0.047
O 0.54518 0.73494 -1.71359 1.682 -1.167 -1.137 -0.863
C -0.59996 1.04397 -1.36948 0.876 3.185 2.564 -0.032
Li 2.26732 1.21923 -1.19726 -1.054 -0.325 -0.075 0.917
```
Positions in Å, forces in eV/Å.

Electronic energy: -335.615429 Eh
Gap between HOMO and LUMO (spin up / spin down): 0.159 / 0.148 hartree
HOMO energy (spin up / spin down): -5.5 / -5.4 eV
LUMO energy (spin up / spin down): -1.18 / -1.34 eV